Entry 1:
Molecular formula: CuH12O6
Method: DFT, wB97M-V/def2-TZVPD

Cartesian coordinates (Å):
Cu  -10.51563  31.15390  -13.09984
O  -9.77407  33.26294  -13.86834
H  -10.29766  34.01644  -13.59571
H  -9.62618  33.39943  -14.80414
O  -9.04727  30.92675  -11.27142
H  -8.97627  30.61795  -10.36818
H  -8.46382  31.68447  -11.31256
O  -8.73978  30.66218  -14.80937
H  -8.66555  29.77271  -15.15514
H  -9.13983  31.16332  -15.52004
O  -12.23124  31.73278  -11.38105
H  -12.17162  32.68693  -11.33340
H  -13.10534  31.56422  -11.73284
O  -10.88655  28.86120  -12.69208
H  -10.52509  28.01864  -12.41700
H  -11.51393  29.08874  -12.00590
O  -11.66750  30.78141  -15.12979
H  -11.55706  31.28318  -15.93741
H  -12.43648  30.23447  -15.29031

Force components x, y, z for each atom (eV/Å):
Cu 1.05 -0.86 -0.40
O -0.58 -1.61 0.97
H -0.23 0.57 0.26
H 0.27 0.04 -0.52
O -0.65 0.47 -1.41
H -0.31 -0.35 0.47
H 0.53 0.31 0.02
O -0.79 0.66 1.19
H 0.15 -0.58 -0.09
H 0.21 0.02 -0.52
O 1.32 -0.64 -1.22
H -0.08 0.58 0.43
H -0.70 -0.10 0.00
O -0.51 2.09 -0.50
H 0.72 -0.41 0.00
H -0.53 -0.37 0.52
O 0.56 0.30 1.03
H -0.01 0.33 -0.34
H -0.42 -0.44 0.11

Output
* energy relative to the best compared isomer or geometry (same formula, charge and spin): 45.2 kcal/mol
* gap between HOMO and LUMO (alpha / beta): 11.72 / 7.59 eV
* LUMO (alpha / beta): -8.39 / -12.47 eV
* ⟨S²⟩: 0.751
* E_tot: -57101.593 eV
* spin multiplicity: 2
* total charge: +2

Entry 2:
Molecular formula: C22H50BiN3OP3
Method: DFT, wB97M-V/def2-TZVPD

Cartesian coordinates (Å):
Bi  0.39396  0.14920  0.66753
P  0.71832  -2.13736  -0.90656
P  3.11656  0.07829  1.27974
P  -2.02412  0.60565  -0.58484
H  2.03755  2.51934  -0.47353
C  0.96524  2.52390  -0.24585
C  0.52741  2.72987  1.06906
H  1.25585  2.94003  1.85782
C  1.36733  -1.68496  -2.55395
C  1.88501  -3.34044  -0.19607
C  -0.81622  -3.07497  -1.18724
C  3.71338  1.61636  2.05467
C  3.63465  -1.28179  2.37180
C  4.07236  -0.05594  -0.26987
C  -2.65706  2.26747  -0.18819
C  -3.37219  -0.53997  -0.15273
C  -1.82752  0.55585  -2.40028
H  0.28712  2.68748  -1.09036
H  -0.51039  3.01669  1.27182
H  1.50755  -2.59056  -3.16441
H  2.33114  -1.16404  -2.44593
H  0.66527  -1.00867  -3.06499
H  1.91976  -4.23978  -0.82974
H  1.53813  -3.62077  0.80966
H  2.89305  -2.91178  -0.11149
H  -0.58638  -3.99908  -1.73945
H  -1.54425  -2.47843  -1.75361
H  -1.25729  -3.33856  -0.21396
H  4.80068  1.55325  2.21247
H  3.22160  1.76745  3.02581
H  3.48666  2.47980  1.41378
H  4.71966  -1.44690  2.31033
H  3.11844  -2.21092  2.09290
H  3.36109  -1.04314  3.40816
H  5.14279  0.12204  -0.07721
H  3.71294  0.70492  -0.98169
H  3.93772  -1.05154  -0.71938
H  -3.61581  2.43259  -0.70171
H  -1.93873  3.03970  -0.49374
H  -2.81140  2.34802  0.89809
H  -4.25691  -0.34501  -0.77533
H  -3.65075  -0.40953  0.90277
H  -3.05314  -1.58136  -0.29989
H  -2.74294  0.90559  -2.90344
H  -1.60208  -0.46741  -2.73861
H  -0.99322  1.20999  -2.70024
C  -0.60923  0.15092  -6.85485
C  0.05319  0.50713  -8.05514
C  0.22737  1.86687  -8.33513
C  -0.26590  2.84762  -7.46199
C  -0.95824  2.47571  -6.29795
C  -1.15354  1.12050  -6.00451
O  -0.69997  -1.14298  -6.41874
H  -0.32095  -1.72667  -7.10110
H  0.42959  -0.26882  -8.72432
H  0.75607  2.16336  -9.24420
H  -0.11873  3.90678  -7.68610
H  -1.35115  3.22447  -5.61335
H  -1.70439  0.79484  -5.12259
C  -3.35552  -1.14252  3.69154
N  -2.25047  -0.89512  4.60719
C  -2.61682  -0.94392  6.00836
C  -1.05304  -0.44977  4.11754
N  -0.82638  -0.47957  2.79408
N  -0.06407  0.05166  4.90510
C  0.12341  -0.14727  6.32603
C  0.99649  0.84849  4.30962
H  -4.24391  -1.36971  4.28049
H  -3.13466  -1.99103  3.03761
H  -3.56396  -0.27388  3.05904
H  -2.15279  -1.78259  6.53941
H  -2.37806  -0.02507  6.55026
H  -3.69978  -1.10291  6.08420
H  -1.53871  -1.02324  2.32569
H  1.18381  -0.36859  6.52235
H  -0.13798  0.75831  6.89604
H  -0.45381  -0.98757  6.70975
H  0.82660  0.93611  3.23379
H  1.00783  1.85854  4.75256
H  1.97692  0.37937  4.48717

Force components x, y, z for each atom (eV/Å):
Bi -1.00 -2.14 2.35
P 0.35 -0.36 -0.93
P 1.10 0.08 -0.14
P -0.85 0.26 -0.93
H -0.35 -0.23 0.12
C -0.40 2.09 1.92
C 1.03 1.79 -2.79
H -0.21 -0.62 -0.09
C 0.00 0.08 0.01
C -0.01 0.04 0.27
C -0.17 0.06 0.23
C 0.05 0.05 0.14
C 0.01 -0.21 0.07
C 0.24 0.05 -0.01
C -0.06 0.02 0.11
C -0.05 -0.18 0.11
C -0.14 0.09 -0.09
H 0.09 -0.43 0.27
H 0.27 -0.49 -0.01
H -0.04 0.28 0.16
H -0.29 -0.23 -0.07
H 0.21 -0.27 0.08
H -0.01 0.27 0.16
H 0.12 -0.04 -0.29
H -0.31 -0.18 -0.11
H -0.06 0.28 0.13
H 0.27 -0.24 0.08
H 0.10 -0.04 -0.31
H -0.30 0.10 -0.04
H 0.21 -0.05 -0.25
H 0.22 -0.21 0.14
H -0.25 0.09 0.05
H 0.20 0.26 0.11
H 0.12 -0.07 -0.28
H -0.32 -0.14 -0.15
H 0.20 -0.25 0.18
H 0.15 0.36 0.15
H 0.28 0.03 0.15
H -0.29 -0.15 -0.05
H -0.06 -0.02 -0.30
H 0.23 -0.03 0.12
H 0.08 0.01 -0.34
H -0.17 0.31 0.01
H 0.28 -0.14 0.12
H -0.13 0.36 0.07
H -0.28 -0.19 0.02
C 0.35 0.61 -0.33
C -0.43 0.25 0.97
C -0.22 -0.10 0.20
C -0.09 -0.07 0.27
C 0.20 -0.44 -0.47
C 0.49 0.22 -0.41
O 0.19 -0.52 -0.52
H -0.29 0.24 0.36
H -0.06 0.24 0.17
H -0.22 -0.09 0.31
H -0.04 -0.40 0.04
H 0.04 -0.01 -0.25
H 0.11 0.06 -0.24
C 0.18 -0.26 -0.43
N 0.84 0.50 -0.40
C -0.40 -0.10 1.19
C -0.19 -0.12 0.29
N -0.26 -0.24 -0.89
N -0.29 -0.03 -0.59
C 0.14 0.00 1.05
C 0.05 0.02 -0.06
H 0.17 -0.03 -0.30
H -0.21 -0.13 0.04
H 0.02 0.08 0.18
H -0.15 0.08 -0.21
H -0.12 -0.08 -0.22
H 0.43 0.17 -0.03
H -0.31 0.10 0.25
H -0.30 0.07 -0.16
H 0.08 -0.28 -0.14
H 0.39 0.28 -0.16
H 0.15 0.11 0.42
H 0.01 -0.33 -0.06
H -0.27 0.13 -0.01

Output
* energy relative to the best compared isomer or geometry (same formula, charge and spin): 25.7 kcal/mol
* gap between HOMO and LUMO: 3.02 eV
* LUMO: -10.86 eV
* E_tot: -63821.901 eV
* spin multiplicity: 1
* total charge: +3

Entry 3:
Molecular formula: C13H14BrF
Method: DFT, wB97M-V/def2-TZVPD

Cartesian coordinates (Å):
C  0.86694  2.91369  1.04128
C  2.20463  2.97318  0.52323
C  0.22058  1.73277  1.03287
C  2.93396  1.81969  0.36009
C  0.93559  0.55455  0.77473
C  2.26916  0.54892  0.37226
C  -0.02732  -1.84858  -1.92691
C  -1.73823  -2.12241  1.13239
C  -1.17841  -0.75531  0.94317
C  0.05087  -0.65987  -2.00024
C  -3.05131  -2.29982  0.27428
C  0.16158  0.83773  -2.36010
C  0.15335  -0.65566  0.88031
F  0.86516  -1.80619  1.28219
Br  3.24912  -0.87833  -0.35817
H  0.38635  3.81480  1.34729
H  2.82589  3.86132  0.69064
H  -0.77308  1.70035  1.46799
H  4.01149  1.81674  0.17204
H  -0.95029  -2.89875  0.69723
H  -0.12478  -2.83724  -1.85774
H  -1.95336  -2.42930  2.11032
H  -1.98778  -0.05857  0.70180
H  -2.76094  -2.01658  -0.77134
H  -3.83913  -1.60399  0.83041
H  -3.48883  -3.27222  0.19480
H  -0.12391  1.02067  -3.36869
H  -0.39061  1.51866  -1.65551
H  1.25331  1.02977  -2.53062

Force components x, y, z for each atom (eV/Å):
C 1.08 0.36 -1.49
C 0.63 0.71 2.10
C -0.48 1.23 0.96
C -0.53 -2.29 -0.71
C -2.73 -4.82 -0.21
C 2.44 2.69 -0.11
C 0.11 2.60 -0.14
C 0.66 -2.28 -3.66
C -7.04 -2.10 0.73
C -0.20 2.81 -1.24
C 0.07 2.59 0.97
C 1.10 -1.58 0.99
C 8.51 2.24 0.79
F -1.06 1.63 -1.05
Br -0.19 -0.18 0.28
H -0.31 0.46 0.17
H -0.63 0.04 -0.48
H 0.03 -0.26 -0.26
H -0.45 0.22 -0.13
H -1.56 1.44 1.13
H -0.21 -3.26 0.30
H -0.03 -0.25 1.77
H 1.13 0.40 -0.05
H -0.81 0.28 0.90
H 1.31 -1.19 -1.82
H 0.05 -0.80 0.46
H -1.19 -0.21 -0.78
H 0.97 -0.72 -0.64
H -0.69 0.24 1.22

Output
* gap between HOMO and LUMO (alpha / beta): 6.03 / 6.45 eV
* LUMO (alpha / beta): 0.84 / -2.42 eV
* ⟨S²⟩: 2.034
* E_tot: -86460.500 eV
* spin multiplicity: 3

> Among the records above, which one has the lowest E_tot?

C13H14BrF

> What is the formula in the second record?

C22H50BiN3OP3

> Which of these has the lowest E_tot?

C13H14BrF